(1)
This record from the OMol25 dataset describes a structure of composition C54H83BrCsN6OP2SSbSi3. The level of theory is wB97M-V/def2-TZVPD.

```
153
C54H83BrCsN6OP2SSbSi3 wB97M-V/def2-TZVPD
Cs 0.62985 0.01198 -0.95427
C 4.03916 -4.17121 -2.21076
C 3.62401 -2.74511 -2.46090
N 2.62867 -2.39493 -3.18773
N 1.91500 -3.38592 -3.78157
C 1.36197 -3.01051 -4.91251
N 0.53265 -4.00123 -5.45798
S 1.57666 -1.56315 -5.80594
C 4.43248 -1.64418 -1.86230
C 5.65033 -1.90908 -1.23537
C 6.38054 -0.86879 -0.68585
C 5.89284 0.42350 -0.77404
C 4.68882 0.60144 -1.43932
N 3.98102 -0.39088 -1.97255
H 3.21894 -4.82331 -2.49461
H 4.28346 -4.32926 -1.15551
H 4.91572 -4.44567 -2.80899
H 0.80702 -4.93281 -5.18143
H 0.41963 -3.87976 -6.44992
H 6.02587 -2.92180 -1.18143
H 7.32379 -1.06972 -0.19239
H 6.41013 1.26663 -0.33335
H 4.27998 1.60142 -1.55751
C -0.01313 -2.56161 7.11152
C 1.48347 -2.63427 6.80767
C 1.95194 -4.07730 7.06323
C 2.21785 -1.69893 7.78067
C 1.78739 -2.22726 5.36319
C 0.82879 -1.72495 4.49007
C 1.18688 -1.37724 3.19844
Br -0.16598 -0.67057 2.05019
C 2.48983 -1.48375 2.63555
O 2.76499 -1.16808 1.43366
C 3.47374 -1.98416 3.57528
C 3.09378 -2.33093 4.86199
C 4.92643 -2.12505 3.10590
C 4.99547 -3.12425 1.93915
C 5.46127 -0.76042 2.63587
C 5.85088 -2.62646 4.21408
H -0.20176 -2.93359 8.12349
H -0.59062 -3.17122 6.41080
H -0.38542 -1.53424 7.05540
H 1.66981 -4.40385 8.07248
H 3.03774 -4.16809 6.97027
H 1.49673 -4.75680 6.33736
H 1.99092 -1.95666 8.82394
H 1.91789 -0.66204 7.60510
H 3.30104 -1.76181 7.63998
H -0.20272 -1.58752 4.79305
H 3.85920 -2.70163 5.53668
H 4.33253 -2.80323 1.13454
H 4.69101 -4.12213 2.27425
H 6.02105 -3.18585 1.55010
H 4.88718 -0.40752 1.78069
H 6.51776 -0.84789 2.34824
H 5.38117 -0.02140 3.44179
H 5.56319 -3.62219 4.56733
H 5.86227 -1.94482 5.07100
H 6.87099 -2.69156 3.82150
C 3.23124 2.01090 1.61229
P 1.99686 2.92594 0.59563
C 1.54197 4.21124 1.83592
C 3.12496 3.88364 -0.51686
C 4.17402 4.64909 0.00206
C 5.03797 5.34086 -0.82811
C 4.87053 5.26958 -2.20911
C 3.83969 4.51142 -2.73785
C 2.95103 3.81357 -1.91232
P 1.51900 2.86052 -2.62716
C 2.33522 1.83346 -3.91709
C 0.84744 4.18608 -3.72115
H 3.87962 2.68224 2.18453
H 3.83738 1.36330 0.98117
H 2.69440 1.34901 2.29564
H 2.41857 4.72002 2.24156
H 1.01051 3.71538 2.65066
H 0.86618 4.94308 1.38820
H 4.32490 4.69645 1.07591
H 5.84153 5.93282 -0.40470
H 5.54473 5.80445 -2.86866
H 3.72487 4.45754 -3.81523
H 3.10339 2.39117 -4.45847
H 1.55895 1.51810 -4.62021
H 2.77480 0.93380 -3.47964
H 1.54420 4.43881 -4.52490
H 0.63174 5.07814 -3.12985
H -0.08666 3.83074 -4.15087
C -5.22658 1.70895 0.96317
Sb -3.46154 0.68143 0.13099
C -3.02542 2.43458 -1.00756
C -2.62750 2.19812 -2.34246
C -2.55106 3.21257 -3.35356
C -2.31532 2.87711 -4.66187
C -2.09367 1.54176 -5.03042
C -2.14484 0.61223 -4.00648
N -2.40607 0.90382 -2.72980
Si -2.65916 3.91450 -0.05154
C -4.06717 5.13868 0.21257
C -2.08282 3.45583 1.68528
C -1.25450 4.95121 -0.76201
C -4.70754 -0.85518 -1.02820
C -3.65879 -1.70241 -1.76331
C -3.95753 -2.66650 -2.73522
C -2.94902 -3.48061 -3.23566
C -1.65361 -3.34232 -2.76027
C -1.45847 -2.37238 -1.79645
N -2.40913 -1.58909 -1.30910
Si -6.11129 -0.14953 -2.04821
C -5.83181 1.50762 -2.83582
C -7.65527 0.03729 -0.98605
C -6.68644 -1.24280 -3.46910
Si -5.26880 -2.11471 0.26648
C -6.13269 -1.51408 1.81646
C -3.79694 -3.09052 0.88107
C -6.43588 -3.36925 -0.51419
H -4.93300 2.25886 1.86437
H -6.03469 1.03561 1.22456
H -5.57122 2.42519 0.21283
H -2.74633 4.24185 -3.07817
H -2.30184 3.65307 -5.42011
H -1.88408 1.24606 -6.04901
H -1.96336 -0.44183 -4.22142
H -4.93491 4.64575 0.66782
H -4.39441 5.57694 -0.73947
H -3.74703 5.95407 0.87516
H -2.82396 2.84743 2.22149
H -1.89050 4.35401 2.28625
H -1.15940 2.86354 1.63449
H -1.49815 5.39693 -1.73351
H -0.35873 4.32970 -0.89618
H -1.01599 5.76649 -0.06707
H -4.97565 -2.79005 -3.07884
H -3.17438 -4.22337 -3.99174
H -0.82867 -3.92159 -3.14910
H -0.47458 -2.22318 -1.37170
H -5.38942 2.22246 -2.13280
H -6.79702 1.90076 -3.18232
H -5.15714 1.43246 -3.69829
H -7.56747 0.87902 -0.29120
H -7.87661 -0.86147 -0.39887
H -8.51197 0.22673 -1.64369
H -5.92086 -1.34197 -4.24724
H -7.55748 -0.74850 -3.91432
H -6.99005 -2.24965 -3.15354
H -5.46893 -0.89348 2.42791
H -6.39544 -2.40762 2.39629
H -7.04927 -0.94872 1.62368
H -2.98044 -2.42566 1.18999
H -3.40201 -3.75128 0.09956
H -4.08914 -3.70392 1.74162
H -7.30835 -2.90181 -0.98626
H -6.79557 -4.06032 0.25875
H -5.91426 -3.95856 -1.27837
```

As for the LUMO energy: 3.41 eV. Its net charge is -2. The value obtained for the total energy is -7295.1992 Ha.

(2)
This record from the OMol25 dataset describes a cluster of 9 separate species, C54H88BF3N3O28 in total in a non-equilibrium geometry. The level of theory is wB97M-V/def2-TZVPD.

```
177
C54H88BF3N3O28 wB97M-V/def2-TZVPD
C 2.96493 -0.31339 -0.22450
C 1.89636 -1.00462 0.29196
C 1.15004 -2.10762 -0.51681
N -0.32780 -2.08871 -0.38225
C -0.95492 -3.35794 0.08358
C -0.62764 -4.57825 -0.88863
C -1.90840 -5.31503 -1.40765
O 0.16827 -5.58706 -0.22938
C -0.97273 -0.99487 -0.66046
N -0.60362 0.28705 -1.06967
C 0.39736 0.56038 -2.08844
C -0.16786 0.89375 -3.55097
C 1.04412 1.59024 -4.29940
O 1.95173 0.96168 -4.77324
O 1.12324 2.96952 -4.45151
C -1.37239 1.33125 -0.37755
C -1.75425 2.66671 -1.06154
F -2.22476 3.55689 -0.11975
F -2.72918 2.59552 -2.02618
F -0.68674 3.33223 -1.63820
C -2.50381 0.41423 0.28190
C -4.02095 0.78611 0.19338
C -4.60116 1.72002 1.28536
C -3.90164 2.59325 2.19865
C -4.54198 3.47729 3.16960
C -5.99712 3.50814 3.24144
C -6.75959 2.62528 2.33344
C -8.32380 2.68201 2.48033
C -6.08661 1.74918 1.37542
B -2.11255 -0.17926 1.76348
O -0.82322 0.00839 2.33873
C -3.17467 -1.00376 2.66831
C -2.79895 -2.53478 2.84625
N -2.44510 -0.88775 -0.49100
C -3.00209 -0.89709 -1.86866
C -4.35120 -1.68522 -2.01201
C -5.40801 -1.05079 -2.79968
C -6.69990 -1.71922 -2.92426
C -6.99630 -3.02082 -2.31958
C -5.92922 -3.66054 -1.54353
C -4.63734 -2.96747 -1.39419
H 3.32286 0.60215 0.29660
H 3.48608 -0.60626 -1.16469
H 1.54496 -0.82889 1.34256
H 1.42615 -2.08512 -1.61085
H 1.53264 -3.10715 -0.15785
H -0.46284 -3.60569 1.06877
H -2.05270 -3.26870 0.24126
H -0.02350 -4.23955 -1.78372
H -2.45730 -4.63855 -2.12186
H -2.57578 -5.66278 -0.56641
H -1.63330 -6.23330 -1.98274
H 0.85150 -5.17295 0.32491
H 0.97145 1.48620 -1.78420
H 1.17835 -0.21794 -2.25986
H -0.41046 -0.04595 -4.11913
H -0.99686 1.64144 -3.55351
H 0.38935 3.41222 -3.98027
H -0.70150 1.66493 0.47411
H -4.58970 -0.18544 0.28372
H -4.35769 1.20334 -0.80041
H -2.78121 2.62627 2.14946
H -3.97043 4.16681 3.84091
H -6.46431 4.20099 3.97280
H -8.72661 1.67043 2.22320
H -8.56560 2.93423 3.54801
H -8.78785 3.44229 1.79554
H -6.73401 1.12654 0.71067
H -0.93449 0.64142 3.07539
H -3.21838 -0.54271 3.69644
H -4.21589 -0.96424 2.25865
H -3.33403 -3.16912 2.08155
H -3.10969 -2.93883 3.84540
H -1.69081 -2.65433 2.72496
H -2.26115 -1.45757 -2.51966
H -3.07662 0.13003 -2.30790
H -5.24512 -0.05812 -3.27613
H -7.52230 -1.25087 -3.51540
H -7.97237 -3.54422 -2.41302
H -6.12658 -4.65665 -1.07423
H -3.88473 -3.48967 -0.76557
C -3.82642 6.48618 -2.88576
O -3.50914 6.94387 -4.20054
C -2.38705 6.42301 -4.70770
O -1.66228 5.63264 -4.15571
O -2.20883 6.93035 -5.92916
C -1.03574 6.45870 -6.59760
H -4.75035 6.97244 -2.57698
H -3.98592 5.40686 -2.88218
H -3.03967 6.76234 -2.18168
H -1.08298 5.37876 -6.74230
H -0.13846 6.73350 -6.04198
H -0.99871 6.93766 -7.57403
C 0.76400 -7.26379 2.29560
O 0.44332 -7.60323 3.64300
C -0.77482 -8.13841 3.79742
O -1.57459 -8.33937 2.91903
O -0.94679 -8.40875 5.09434
C -2.21346 -8.98876 5.40954
H 1.76890 -6.84090 2.29069
H 0.75988 -8.15182 1.66290
H 0.07101 -6.51626 1.91274
H -2.33656 -9.94524 4.90042
H -3.02424 -8.30683 5.15082
H -2.24094 -9.16422 6.48325
C 6.03236 6.90131 -6.47164
O 5.70132 6.59374 -5.11703
C 4.47524 6.08782 -4.95080
O 3.66901 5.88383 -5.82132
O 4.29915 5.84730 -3.64454
C 3.02228 5.29998 -3.32088
H 7.04467 7.30159 -6.48463
H 6.01059 6.00118 -7.08657
H 5.35534 7.65742 -6.87094
H 2.88072 4.33746 -3.80994
H 2.22529 5.99318 -3.59553
H 2.99040 5.14806 -2.24232
C 6.83173 -0.44020 2.38108
O 6.50120 -0.80653 3.72086
C 5.28444 -1.34060 3.86176
O 4.48456 -1.52548 2.97877
O 5.10969 -1.63499 5.15496
C 3.84236 -2.21915 5.45903
H 7.83610 -0.02114 2.39303
H 6.82832 -1.31574 1.73044
H 6.14295 0.31925 2.00870
H 3.71901 -3.16649 4.93231
H 3.03240 -1.53174 5.21167
H 3.81780 -2.41254 6.52995
C 0.66500 11.08549 0.25267
O -0.20584 11.43896 -0.82133
C -0.86553 10.40673 -1.35635
O -0.77955 9.25474 -1.01085
O -1.63828 10.87498 -2.34258
C -2.40500 9.87347 -3.00746
H 1.14185 11.99898 0.60349
H 0.10115 10.64892 1.07789
H 1.43990 10.39872 -0.08998
H -3.09095 9.38866 -2.31142
H -1.75143 9.13877 -3.47982
H -2.99066 10.36244 -3.78370
C -5.71917 -11.27041 4.80993
O -5.78477 -10.53570 6.03215
C -7.03041 -10.28318 6.45497
O -8.04531 -10.61664 5.90178
O -6.94756 -9.59532 7.59972
C -8.21112 -9.25445 8.17044
H -4.66803 -11.41507 4.56529
H -6.18592 -12.24940 4.92279
H -6.18804 -10.71162 3.99911
H -8.77712 -10.15319 8.41728
H -8.77966 -8.61572 7.49352
H -8.01908 -8.70248 9.08888
C 12.60525 6.84302 -6.93587
O 12.27588 6.53664 -5.58101
C 11.04922 6.03173 -5.41503
O 10.24424 5.82845 -6.28998
O 10.87538 5.79241 -4.10803
C 9.60089 5.24635 -3.77906
H 13.61758 7.24314 -6.94567
H 12.58151 5.94281 -7.55095
H 11.92884 7.59970 -7.33494
H 9.45778 4.28243 -4.26934
H 8.80331 5.93934 -4.05073
H 9.57097 5.09168 -2.70176
C 6.97632 -8.14083 3.14705
O 6.36284 -7.05916 3.84871
C 7.15364 -5.99062 4.00917
O 8.28754 -5.88584 3.62126
O 6.46127 -5.05886 4.67660
C 7.18680 -3.85194 4.92216
H 6.24548 -8.94489 3.07827
H 7.25442 -7.83656 2.13729
H 7.84670 -8.50846 3.69132
H 7.47296 -3.37695 3.98270
H 8.06600 -4.04897 5.53681
H 6.53351 -3.17815 5.46375
```

As for the LUMO energy: -2.90 eV. Its net charge is +1. The value obtained for the total energy is -4705.5970 Ha.